# 1
12
Properties=species:S:1:pos:R:3:lowdin_charge:R:1 method="wB97M-V/def2-TZVPD" smiles="C[C@H]1OCC1=O" total_energy_ev=-8338.8942 mol_weight_g_mol=86.090 fmax_ev_per_a=0.62 relative_energy_ev=1.567 homo_lumo_gap_ev=10.9 spin_multiplicity=1 homo_energy_ev=-9.9641
C 0.88 -1.32 0.14 -0.024
C -0.34 -0.46 0.42 -0.294
O -0.05 0.76 1.14 -0.086
C -0.32 1.61 0.01 -0.082
C -0.78 0.39 -0.77 -0.322
O -1.28 0.17 -1.84 0.129
H 0.59 -2.15 -0.51 0.090
H 1.66 -0.74 -0.36 0.091
H 1.29 -1.73 1.07 0.084
H -1.13 -1.03 0.91 0.155
H 0.59 2.09 -0.38 0.130
H -1.08 2.37 0.21 0.129



# 2
12
Properties=species:S:1:pos:R:3:lowdin_charge:R:1 method="wB97M-V/def2-TZVPD" smiles="O=C1CC[C@@H]1O" total_energy_ev=-8336.6043 mol_weight_g_mol=86.090 fmax_ev_per_a=5.72 relative_energy_ev=3.857 homo_lumo_gap_ev=10.5 spin_multiplicity=1 homo_energy_ev=-10.1006
O -0.55 0.20 -2.07 0.115
C -0.39 -0.18 -0.93 -0.347
C -1.20 -0.63 0.33 -0.011
C 0.07 0.22 1.06 -0.092
C 0.95 -0.20 -0.14 -0.214
O 1.55 0.87 -1.03 -0.093
H -1.30 -1.58 0.74 0.079
H -2.16 -0.09 0.57 0.110
H -0.06 1.26 1.09 0.075
H 0.29 0.00 2.23 0.151
H 1.92 -0.94 -0.17 0.206
H 0.88 1.06 -1.68 0.022



# 3
12
Properties=species:S:1:pos:R:3:lowdin_charge:R:1 method="wB97M-V/def2-TZVPD" total_energy_ev=-8336.0194 mol_weight_g_mol=86.090 fmax_ev_per_a=0.25 relative_energy_ev=4.442 homo_lumo_gap_ev=8.5 spin_multiplicity=1 homo_energy_ev=-9.8509
O 1.76 -0.35 0.46 -0.004
C 0.51 -0.50 -0.14 -0.394
C -0.55 -0.90 0.87 -0.029
C -1.22 1.16 -1.13 0.299
C 0.09 0.82 -0.76 -0.528
O 0.88 1.70 -1.12 0.075
H 2.23 0.35 -0.03 0.097
H 0.54 -1.23 -0.97 0.162
H -0.47 -1.95 1.16 0.086
H -0.48 -0.27 1.76 0.098
H -1.71 1.83 -0.41 0.055
H -1.55 -0.77 0.42 0.083



# 4
12
Properties=species:S:1:pos:R:3:mulliken_spin:R:1 method="wB97M-V/def2-TZVPD" total_energy_ev=-8333.6198 mol_weight_g_mol=86.090 fmax_ev_per_a=4.34 relative_energy_ev=1.829 homo_lumo_gap_ev="7.3 / 9.0" spin_multiplicity=3 homo_energy_ev="-6.4308 / -9.8517"
C 1.20 0.46 0.36 0.666
C 0.63 -0.77 0.53 -0.304
C -0.38 -1.01 -0.38 1.360
C -1.59 -0.18 -0.48 -0.008
O 2.51 0.55 0.06 0.053
O -1.55 1.08 0.13 0.048
H 0.72 1.29 0.06 0.060
H 1.07 -1.69 0.84 0.036
H -2.27 -1.03 0.06 0.067
H -2.05 0.00 -1.55 0.025
H 2.93 -0.28 -0.14 0.008
H -1.09 1.18 0.94 -0.012



# 5
13
Properties=species:S:1:pos:R:3:lowdin_charge:R:1 method="wB97M-V/def2-TZVPD" total_energy_ev=-17624.5622 mol_weight_g_mol=117.064 charge=-1 fmax_ev_per_a=4.29 relative_energy_ev=5.875 homo_lumo_gap_ev="8.0 / 7.0" spin_multiplicity=1 homo_energy_ev="-4.1230 / -3.3242"
C 0.90 0.65 1.47 -0.156
C -0.22 0.89 0.88 0.001
C -2.04 -2.06 0.32 -0.822
C -1.79 -0.89 -0.74 -0.256
O -1.23 -2.95 0.03 -0.190
O -3.01 -1.99 1.10 -0.090
P -0.37 -1.58 -1.68 0.709
H 1.13 1.42 2.26 0.035
H 1.64 -0.22 1.66 0.073
H -0.96 1.62 0.65 0.015
H -2.25 0.06 -0.93 0.001
H 0.67 -1.72 -0.91 -0.171
H 0.00 -0.36 -2.34 -0.149



# 6
13
Properties=species:S:1:pos:R:3:mulliken_spin:R:1 method="wB97M-V/def2-TZVPD" total_energy_ev=-24875.0797 mol_weight_g_mol=231.090 charge=+2 fmax_ev_per_a=2.15 relative_energy_ev=0.000 homo_lumo_gap_ev="5.3 / 5.5" spin_multiplicity=6 homo_energy_ev="-15.2868 / -15.2877"
C -0.35 -1.39 0.31 0.000
O -0.52 -2.69 0.00 0.000
H 0.54 -1.23 0.91 0.000
H 0.11 -2.97 -0.67 0.000
C -1.26 -0.39 0.12 0.000
C -0.82 1.05 0.29 -0.002
H -2.21 -0.59 -0.39 0.000
H -0.73 1.32 1.35 0.000
H -1.53 1.73 -0.22 0.000
C 0.51 1.18 -0.37 -0.001
O 1.57 1.16 0.24 -0.002
Pm 4.17 1.61 -0.10 5.005
H 0.52 1.21 -1.48 -0.001